# 1
A 3-piece molecular cluster, C5H9NO7 overall at a distorted geometry. Source: the Open Molecules 2025 dataset; level of theory: ωB97M-V/def2-TZVPD.

```
22
Properties=species:S:1:pos:R:3:forces:R:3
C -2.022617 -0.928714 -1.476117 -0.32 -0.42 -0.93
C -1.649406 -0.920308 -0.051060 0.98 -0.56 -1.44
C -1.032400 -2.093085 0.640316 -0.94 0.27 0.49
O -0.494315 -2.982179 -0.291277 0.72 -0.70 0.19
C 0.255883 0.507057 -0.155870 -0.33 -1.33 -0.26
C -0.003403 1.919900 0.292874 -1.02 1.03 -0.82
O -1.030484 2.537109 0.005022 1.96 -0.71 0.90
O 0.451182 0.190015 -1.319220 0.82 0.80 0.41
O 3.110233 1.592143 0.354585 1.46 -1.94 -2.75
N 3.758529 1.013599 -0.533139 2.48 2.51 2.50
O 4.975680 1.088241 -0.747812 -3.89 -0.61 0.22
O -2.288962 -0.158748 0.816250 -2.31 2.22 0.37
O -3.159405 0.817171 0.078241 1.11 -0.47 1.25
H -1.208737 -1.330728 -2.106269 -0.35 0.18 0.52
H -2.909259 -1.579113 -1.628279 0.27 0.20 0.02
H -2.301972 0.073973 -1.836456 0.31 -0.57 0.17
H -0.313559 -1.722332 1.388902 0.11 -0.31 -0.06
H -1.854696 -2.552846 1.206456 0.04 -0.21 0.17
H -0.066096 -3.713245 0.196629 -0.35 0.59 -0.45
H 0.367812 -0.189003 0.710243 0.59 0.42 -0.40
H 0.880239 2.331555 0.861911 -0.97 0.22 -0.23
H -2.517505 1.577380 -0.021548 -0.37 -0.63 0.11
```
Positions in Å, forces in eV/Å.

Calculated values
Frontier orbital gap (alpha / beta)   8.799 / 3.872 eV
Highest occupied orbital energy (alpha / beta)   -9.705 / -6.790 eV
Total charge   0
2S+1   1

***

# 2
A 2-piece molecular cluster, C5H9NO7 overall at a distorted geometry. Source: the Open Molecules 2025 dataset; level of theory: ωB97M-V/def2-TZVPD.

```
22
Properties=species:S:1:pos:R:3:forces:R:3
O 1.372640 -0.575913 0.615775 -1.52 0.90 0.81
C 0.282690 -0.004415 0.702950 1.17 -2.65 -2.14
C 0.151508 1.364825 0.112139 -1.40 0.53 0.53
O -0.488547 2.193020 1.068643 1.23 0.59 -0.78
N -0.769141 1.334536 -1.080160 -0.87 1.56 3.22
O -0.195959 0.845240 -2.208614 1.49 1.95 -2.20
C -0.982615 -0.817246 1.009116 -0.01 -1.39 1.48
O -2.159707 -0.072353 0.933747 -0.16 0.11 1.40
C -1.067908 -2.128825 0.137085 -0.40 -0.73 -0.09
O -1.608139 -1.887104 -1.149954 -0.32 0.04 0.51
H 1.183491 1.648797 -0.050021 0.10 0.80 -0.47
H -1.291224 1.731489 1.286520 -0.93 -0.44 0.48
H -1.288628 2.291634 -1.054468 1.46 -1.91 -0.96
H 0.373511 1.590606 -2.622446 -1.02 -1.77 0.84
H -0.882095 -1.128698 2.088183 -0.04 0.12 -0.95
H -2.202121 0.257463 0.051738 -0.27 0.30 -1.57
H -0.059759 -2.543578 0.085667 0.09 0.01 -0.04
H -1.744943 -2.975632 0.449685 0.67 1.34 0.82
H -0.943747 -1.464734 -1.667202 0.73 0.65 -0.89
O 4.272392 -0.862544 1.002098 0.59 -1.01 0.64
C 4.127782 0.120537 0.429392 -0.41 -1.39 0.73
O 3.920518 1.082896 -0.139878 -0.17 2.38 -1.36
```
Positions in Å, forces in eV/Å.

Calculated values
Frontier orbital gap   10.074 eV
Highest occupied orbital energy   -9.762 eV
Total charge   0
2S+1   1
SMILES   O=C([C@H](O)NO)[C@@H](O)CO.O=C=O

***

Q: Look up the 2S+1 of the first one.
A: 1

***

Q: Look up the total charge of the second one.
A: 0

***

What did the second record say?
A 2-piece molecular cluster, C5H9NO7 overall at a distorted geometry. Source: the Open Molecules 2025 dataset; level of theory: ωB97M-V/def2-TZVPD.

```
22
Properties=species:S:1:pos:R:3:forces:R:3
O 1.372640 -0.575913 0.615775 -1.52 0.90 0.81
C 0.282690 -0.004415 0.702950 1.17 -2.65 -2.14
C 0.151508 1.364825 0.112139 -1.40 0.53 0.53
O -0.488547 2.193020 1.068643 1.23 0.59 -0.78
N -0.769141 1.334536 -1.080160 -0.87 1.56 3.22
O -0.195959 0.845240 -2.208614 1.49 1.95 -2.20
C -0.982615 -0.817246 1.009116 -0.01 -1.39 1.48
O -2.159707 -0.072353 0.933747 -0.16 0.11 1.40
C -1.067908 -2.128825 0.137085 -0.40 -0.73 -0.09
O -1.608139 -1.887104 -1.149954 -0.32 0.04 0.51
H 1.183491 1.648797 -0.050021 0.10 0.80 -0.47
H -1.291224 1.731489 1.286520 -0.93 -0.44 0.48
H -1.288628 2.291634 -1.054468 1.46 -1.91 -0.96
H 0.373511 1.590606 -2.622446 -1.02 -1.77 0.84
H -0.882095 -1.128698 2.088183 -0.04 0.12 -0.95
H -2.202121 0.257463 0.051738 -0.27 0.30 -1.57
H -0.059759 -2.543578 0.085667 0.09 0.01 -0.04
H -1.744943 -2.975632 0.449685 0.67 1.34 0.82
H -0.943747 -1.464734 -1.667202 0.73 0.65 -0.89
O 4.272392 -0.862544 1.002098 0.59 -1.01 0.64
C 4.127782 0.120537 0.429392 -0.41 -1.39 0.73
O 3.920518 1.082896 -0.139878 -0.17 2.38 -1.36
```
Positions in Å, forces in eV/Å.

Calculated values
Frontier orbital gap   10.074 eV
Highest occupied orbital energy   -9.762 eV
Total charge   0
2S+1   1
SMILES   O=C([C@H](O)NO)[C@@H](O)CO.O=C=O